# 1
{"formula": "C6H10O", "method": "wB97M-V/def2-TZVPD", "spin_multiplicity": 1, "e_above_lowest_ev": 0.723, "lumo_ev": 1.06, "e_homo_ev": -9.64, "species": ["C", "C", "C", "C", "C", "C", "O", "H", "H", "H", "H", "H", "H", "H", "H", "H", "H"], "coordinates": [[1.869930, -0.136016, -0.957498], [0.466252, -0.679249, -1.112603], [-0.189287, -1.443056, 0.002269], [-0.733120, -0.100532, -0.399359], [-0.625420, 1.088352, 0.524058], [-1.513026, 1.016942, 1.744418], [-2.228957, 0.090287, 2.037514], [2.597941, -0.950117, -1.043935], [2.029663, 0.335465, 0.018021], [2.096933, 0.608117, -1.729616], [0.252899, -1.047306, -2.114892], [-0.768102, -2.330815, -0.237143], [0.340979, -1.506948, 0.950802], [-1.662276, -0.126175, -0.965451], [-0.872531, 2.024894, 0.001001], [0.400329, 1.234686, 0.890624], [-1.462208, 1.921471, 2.391790]], "atomic_forces_ev_per_a": [[0.0, 0.0, 0.0], [0.1, 0.0, -0.1], [0.0, -0.1, 0.1], [-0.1, 0.1, 0.0], [0.0, -0.1, -0.1], [-0.2, -0.2, 0.1], [0.3, 0.4, -0.2], [-0.1, 0.1, 0.0], [0.0, -0.1, -0.1], [0.0, -0.1, 0.1], [0.0, 0.0, 0.2], [0.1, 0.2, 0.1], [-0.1, 0.1, -0.2], [0.1, 0.0, 0.1], [0.0, -0.1, 0.1], [-0.2, 0.0, 0.0], [0.0, -0.1, 0.0]], "nbo_charge": [-0.6072, -0.2197, -0.4103, -0.2269, -0.5165, 0.4488, -0.5173, 0.2150, 0.1989, 0.2103, 0.2117, 0.2216, 0.2097, 0.2208, 0.2325, 0.2294, 0.0994]}

# 2
{"formula": "C6H10O", "method": "wB97M-V/def2-TZVPD", "spin_multiplicity": 1, "e_above_lowest_ev": 3.949, "lumo_ev": 0.96, "e_homo_ev": -8.85, "species": ["C", "C", "C", "C", "C", "C", "O", "H", "H", "H", "H", "H", "H", "H", "H", "H", "H"], "coordinates": [[1.890207, -0.256104, -0.038289], [0.747490, 0.295313, 0.543169], [-0.060998, -0.645636, 1.202931], [-1.021592, -0.978382, 0.241583], [-1.335383, 0.247659, -0.610333], [-0.145485, 1.191989, -0.301205], [-0.533737, 2.371921, 0.375612], [2.463022, 0.300705, -0.778879], [1.015415, -1.198590, -0.836872], [2.465322, -1.001958, 0.513137], [0.331895, -1.367851, 1.914003], [-1.754748, -1.774036, 0.360922], [0.058735, -1.557658, -0.679558], [-1.426268, 0.009657, -1.673421], [-2.270410, 0.723120, -0.295291], [0.359840, 1.530299, -1.209696], [-0.783300, 2.109560, 1.272183]], "atomic_forces_ev_per_a": [[0.1, 0.2, 0.1], [0.1, -0.2, -0.2], [0.0, -0.1, -0.1], [-0.1, 0.1, 0.2], [0.0, 0.0, 0.0], [0.1, -0.2, -0.2], [-0.1, 0.0, 0.2], [-0.1, -0.1, 0.1], [-0.2, 0.0, 0.0], [-0.1, 0.1, -0.1], [-0.1, 0.1, -0.1], [0.1, 0.1, 0.0], [0.1, 0.0, 0.0], [0.0, 0.0, 0.1], [0.1, -0.1, 0.0], [0.0, -0.1, 0.1], [0.0, 0.1, -0.1]], "nbo_charge": [-0.4783, -0.0362, -0.2357, -0.2570, -0.4648, 0.0667, -0.7040, 0.2199, 0.0689, 0.2250, 0.2138, 0.2293, 0.0463, 0.2223, 0.2316, 0.1861, 0.4662]}

# 3
{"formula": "C6H10O", "method": "wB97M-V/def2-TZVPD", "spin_multiplicity": 1, "e_above_lowest_ev": 0.618, "lumo_ev": 0.99, "e_homo_ev": -9.40, "species": ["C", "C", "C", "C", "C", "C", "O", "H", "H", "H", "H", "H", "H", "H", "H", "H", "H"], "coordinates": [[1.848697, -0.525639, -0.242464], [0.638487, 0.137308, 0.496652], [0.058285, 1.409658, -0.204274], [-1.414210, 1.160980, -0.483262], [-1.802430, -0.033333, -0.060428], [-0.679058, -0.722034, 0.688776], [-0.559962, -2.084670, 0.366656], [2.139591, -0.014290, -1.171147], [2.773177, -0.561599, 0.358194], [1.625383, -1.567725, -0.482333], [1.006707, 0.284047, 1.521072], [0.558180, 1.525429, -1.169420], [0.179216, 2.334457, 0.368494], [-2.048009, 1.896020, -0.984284], [-2.798273, -0.475775, -0.157678], [-0.925848, -0.649985, 1.753724], [-0.599940, -2.112841, -0.598283]], "atomic_forces_ev_per_a": [[-0.2, -0.1, -0.1], [-0.3, -0.1, 0.0], [0.2, 0.1, -0.1], [0.2, -0.2, 0.0], [0.3, 0.1, 0.1], [0.0, 0.1, 0.3], [-0.1, -0.2, -0.3], [-0.4, -0.1, 0.2], [-0.5, 0.2, 0.0], [0.0, 0.1, -0.1], [-0.3, 0.6, -0.3], [0.1, 0.4, 0.1], [0.2, -0.1, -0.1], [0.3, -0.2, 0.1], [0.4, 0.2, 0.1], [0.0, -0.5, 0.0], [0.0, -0.3, 0.1]], "nbo_charge": [-0.6193, -0.2438, -0.4380, -0.1650, -0.2470, 0.0733, -0.7017, 0.2036, 0.2148, 0.2193, 0.2115, 0.2077, 0.2172, 0.2112, 0.2191, 0.1758, 0.4615]}

# 4
{"formula": "C6H10O", "method": "wB97M-V/def2-TZVPD", "spin_multiplicity": 1, "e_above_lowest_ev": 4.995, "lumo_ev": 0.93, "e_homo_ev": -7.54, "species": ["C", "C", "O", "C", "C", "C", "C", "H", "H", "H", "H", "H", "H", "H", "H", "H", "H"], "coordinates": [[1.597421, 0.920583, 1.125280], [1.123821, -0.615570, -1.073223], [1.113694, -0.347121, 0.709876], [-0.324583, -0.585634, 0.606772], [-1.242367, 0.579572, 0.189823], [-1.387587, -0.055826, -1.217981], [-0.321736, -1.104781, -0.829113], [1.233641, 1.147077, 2.133252], [2.685345, 0.836289, 1.130343], [1.306609, 1.694439, 0.410489], [1.775289, -1.506291, -1.015640], [-0.637499, -1.182430, 1.468359], [-0.778711, 1.567864, 0.206092], [-2.162967, 0.623479, 0.779218], [-2.385077, -0.468933, -1.396304], [-1.093238, 0.581784, -2.055041], [-0.547110, -2.157607, -1.031241]], "atomic_forces_ev_per_a": [[0.1, 0.2, 0.1], [-0.1, -0.3, 0.2], [0.1, 0.0, -0.1], [-0.1, -0.1, 0.1], [0.0, 0.1, 0.1], [-0.1, 0.0, -0.1], [0.0, -0.1, -0.1], [0.0, 0.0, -0.1], [-0.1, 0.0, 0.0], [0.0, -0.1, 0.1], [-0.1, 0.2, 0.0], [0.0, 0.1, -0.1], [0.0, -0.2, 0.0], [0.2, 0.0, -0.1], [0.1, 0.1, 0.0], [-0.1, -0.1, 0.1], [0.1, 0.2, 0.0]], "nbo_charge": [-0.2452, -0.2067, -0.4486, 0.1166, -0.4409, -0.3981, -0.3438, 0.1836, 0.2075, 0.1968, 0.1245, 0.1957, 0.2227, 0.2161, 0.2001, 0.2180, 0.2017]}

Number 1: energy -8430.51754 eV. Number 2: energy -8427.29110 eV. Number 3: energy -8430.62258 eV. Number 4: energy -8426.24531 eV.